1.
DFT (ωB97M-V/def2-TZVPD) results for a cluster of 2 separate species, BH2NO5 in total.

Cartesian coordinates (Å):
O (1.159, -1.927, -1.176)
N (1.481, -0.827, -0.910)
O (2.306, -0.470, -0.135)
O (1.018, 0.175, -1.782)
H (1.484, 0.942, -1.325)
O (-0.280, 0.100, 0.797)
B (-1.360, 0.337, 1.311)
O (-2.616, 0.438, 1.685)
H (-3.192, 1.231, 1.537)

Computed properties:
strongest force on any atom = 1.9 eV/A
molecular weight = 106.83 g mol⁻¹
LUMO = -0.2 eV



2.
DFT (ωB97M-V/def2-TZVPD) results for a cluster of 2 separate species, BH3OS in total.

Cartesian coordinates (Å):
B (0.153, 0.113, 0.468)
O (-2.016, -0.174, -0.247)
S (1.245, -0.743, -0.472)
H (0.282, 0.940, 1.349)
H (-1.993, 0.167, -1.158)
H (2.328, -0.303, 0.061)

Computed properties:
strongest force on any atom = 4.4 eV/A
molecular weight = 61.90 g mol⁻¹
LUMO = -0.2 eV



3.
DFT (ωB97M-V/def2-TZVPD) results for a cluster of 2 separate species, BH3OS in total.

Cartesian coordinates (Å):
B (0.157, 0.552, 1.354)
S (-0.910, 1.461, 0.445)
H (1.085, 0.011, 1.608)
O (0.080, -0.924, -0.852)
H (0.271, -0.006, -1.277)
H (-0.683, -1.093, -1.279)

Computed properties:
strongest force on any atom = 5.7 eV/A
molecular weight = 61.90 g mol⁻¹
LUMO = 0.1 eV



4.
DFT (ωB97M-V/def2-TZVPD) results for the molecule BH4NO.

Cartesian coordinates (Å):
N (-1.066, -0.345, -0.027)
B (0.221, 0.310, -0.067)
O (1.388, -0.356, 0.050)
H (-1.907, 0.288, 0.026)
H (-1.151, -1.298, -0.304)
H (0.305, 1.439, 0.100)
H (2.211, -0.038, 0.223)

Computed properties:
strongest force on any atom = 4.6 eV/A
molecular weight = 44.85 g mol⁻¹
LUMO = 0.7 eV



5.
DFT (ωB97M-V/def2-TZVPD) results for a structure of composition BH4NS.

Cartesian coordinates (Å):
B (0.135, -0.610, -0.071)
N (1.049, 1.246, -0.198)
S (-1.582, -0.623, -0.329)
H (0.810, -1.450, 0.355)
H (1.093, 1.495, 0.782)
H (0.322, 1.806, -0.641)
H (-1.826, -1.864, 0.103)

Computed properties:
strongest force on any atom = 4.8 eV/A
molecular weight = 60.92 g mol⁻¹
LUMO = 0.3 eV



6.
DFT (ωB97M-V/def2-TZVPD) results for a structure of composition BH4Sn.

Cartesian coordinates (Å):
Sn (-13.736, 32.713, -24.424)
B (-13.275, 35.777, -23.573)
H (-14.343, 35.924, -23.608)
H (-12.816, 35.345, -24.449)
H (-12.830, 36.737, -23.360)
H (-13.001, 35.107, -22.774)

Computed properties:
2S+1 = 2
strongest force on any atom = 5.3 eV/A
molecular weight = 133.56 g mol⁻¹
LUMO (alpha / beta) = -2.6 / -2.4 eV